This record from OMol25 describes a molecular structure, C32H87Cd2N5O15 in a non-equilibrium geometry. The level of theory is ωB97M-V with the def2-TZVPD basis set.

Last column: Löwdin spin population.
Atoms and positions in Å:
Cd -0.30078 -5.89594 -13.57692  0.000
Cd -0.37698 -3.31064 -11.40731  0.000
C -2.97332 -5.44927 -11.81902  0.000
O -1.63901 -5.20805 -12.03669  0.000
H -3.57527 -4.56818 -11.59668  0.000
H -3.49065 -5.73662 -12.73439  0.000
H -3.24329 -6.10384 -10.99032  0.000
C 1.78283 -3.33118 -14.02161  0.000
O 0.70185 -4.03257 -13.36762  0.000
H 1.62486 -3.11123 -15.07744  0.000
H 1.96888 -2.34598 -13.59399  0.000
H 2.67652 -3.94744 -14.11976  0.000
C 1.89623 -10.28636 -18.73861  0.000
O 1.25429 -9.43684 -17.87666  0.000
C 1.54980 -9.47392 -16.47492  0.000
C 2.99854 -9.24473 -15.96037  0.000
N 3.31706 -7.77612 -16.05992  0.000
C 4.52376 -7.38989 -15.44426  0.000
C 4.98598 -6.15865 -16.27366  0.000
O 5.28732 -6.69082 -17.55793  0.000
C 5.72508 -5.79284 -18.54955  0.000
H 1.51367 -10.39852 -19.75309  0.000
H 2.04375 -11.26535 -18.28264  0.000
H 2.82439 -9.81062 -19.05533  0.000
H 1.23370 -10.46576 -16.15176  0.000
H 0.88645 -8.68662 -16.11682  0.000
H 3.76936 -9.79850 -16.49635  0.000
H 3.11601 -9.62558 -14.94585  0.000
H 3.41355 -7.52300 -17.03292  0.000
H 5.23304 -8.20778 -15.31745  0.000
H 4.39703 -7.00875 -14.43096  0.000
H 5.89243 -5.72511 -15.85119  0.000
H 4.19312 -5.41485 -16.19474  0.000
H 4.90932 -5.09579 -18.74128  0.000
H 5.90846 -6.29239 -19.50082  0.000
H 6.63971 -5.21978 -18.39736  0.000
C 1.42059 3.44877 -24.34087  0.000
O 1.04359 2.31508 -23.60839  0.000
C 1.94988 2.08495 -22.51753  0.000
C 1.96366 0.67248 -22.09136  0.000
N 0.81306 0.22004 -21.40417  0.000
C 0.74354 -1.24947 -21.43080  0.000
C 1.80160 -2.20999 -20.73704  0.000
O 1.62431 -2.27648 -19.29600  0.000
C 2.11896 -3.31674 -18.52880  0.000
H 2.29669 3.22724 -24.95035  0.000
H 1.60995 4.25188 -23.62865  0.000
H 0.57875 3.84178 -24.91091  0.000
H 1.55176 2.65030 -21.67492  0.000
H 2.94137 2.44510 -22.79202  0.000
H 2.77881 0.41059 -21.41680  0.000
H 2.15808 0.02152 -22.94374  0.000
H 0.97722 0.33157 -20.41386  0.000
H 0.57379 -1.41775 -22.49427  0.000
H -0.17000 -1.38766 -20.85249  0.000
H 2.87752 -2.03847 -20.76999  0.000
H 1.57762 -3.18564 -21.16838  0.000
H 3.12480 -3.57136 -18.86281  0.000
H 1.57927 -4.25247 -18.67459  0.000
H 2.04630 -3.11328 -17.46043  0.000
C 10.18527 2.62634 -20.09402  0.005
O 9.67365 1.58299 -19.20241  0.074
C 10.47355 0.33757 -19.06146  0.007
C 9.80424 -0.59572 -17.98510  0.067
N 8.78604 -1.47146 -18.64130  0.647
C 7.98346 -2.36404 -17.76518  0.057
C 7.08673 -1.73167 -16.82873  0.035
O 6.30261 -2.73731 -16.14096  0.022
C 4.86957 -2.44633 -16.22978  0.002
H 11.26614 2.72306 -19.99168  0.001
H 9.70686 3.56885 -19.82776  0.001
H 9.85275 2.56642 -21.13033  0.004
H 11.50932 0.66755 -18.98155  0.004
H 10.25927 -0.05029 -20.05733  0.002
H 9.35076 -0.06445 -17.14832  0.030
H 10.68143 -1.19902 -17.75130  0.011
H 8.09929 -0.90624 -19.11984  0.017
H 8.72089 -2.92019 -17.18639  0.002
H 7.45771 -3.08330 -18.39317  0.009
H 6.48621 -1.04580 -17.42628  0.000
H 7.44870 -1.20287 -15.94700  0.002
H 4.42193 -3.13909 -15.51718  0.000
H 4.45109 -2.39040 -17.23469  0.000
H 4.64607 -1.50527 -15.72724  0.000
C 2.68198 -5.48536 -4.20914  0.000
O 2.38565 -5.32543 -5.63902  0.000
C 3.56561 -5.52357 -6.43267  0.000
C 3.44653 -5.46236 -7.96534  0.000
N 2.99089 -4.26582 -8.59182  0.000
C 4.01579 -3.42865 -9.21460  0.000
C 4.33803 -3.90269 -10.65841  0.000
O 5.56606 -3.42501 -11.16915  0.000
C 5.75933 -3.69781 -12.52783  0.000
H 1.79209 -5.42126 -3.58297  0.000
H 3.40861 -4.84172 -3.71331  0.000
H 2.97170 -6.50663 -3.96180  0.000
H 3.95756 -6.44342 -5.99869  0.000
H 4.34579 -4.78572 -6.24557  0.000
H 2.68218 -6.19152 -8.23403  0.000
H 4.32482 -5.84330 -8.48648  0.000
H 2.53184 -3.56347 -8.02962  0.000
H 4.93212 -3.53988 -8.63489  0.000
H 3.69912 -2.38567 -9.21010  0.000
H 3.49351 -3.55661 -11.25432  0.000
H 4.21004 -4.98096 -10.75359  0.000
H 4.83296 -3.80216 -13.09266  0.000
H 6.20504 -4.68820 -12.62044  0.000
H 6.47869 -3.00985 -12.97206  0.000
C 1.80298 5.07625 -19.78140  0.000
O 2.28655 4.42997 -18.57415  0.000
C 1.74135 4.97358 -17.42841  0.000
C 1.74184 3.87651 -16.36643  0.000
N 3.12173 3.98017 -15.80538  0.000
C 3.39692 3.37553 -14.48015  0.000
C 3.35006 1.86454 -14.44819  0.000
O 3.79402 1.37594 -13.22315  0.000
C 4.01840 -0.03970 -13.18876  0.000
H 2.22849 4.48395 -20.59148  0.000
H 2.17270 6.09970 -19.84440  0.000
H 0.74589 4.92623 -20.00086  0.000
H 0.72086 5.34863 -17.50618  0.000
H 2.26328 5.82533 -16.99226  0.000
H 1.45063 2.94715 -16.85591  0.000
H 0.98217 4.07231 -15.60969  0.000
H 3.85632 3.57066 -16.36464  0.000
H 2.87654 3.69385 -13.57684  0.000
H 4.38150 3.76403 -14.21986  0.000
H 4.00199 1.46004 -15.22244  0.000
H 2.33915 1.55215 -14.71005  0.000
H 3.05854 -0.54860 -13.27699  0.000
H 4.37582 -0.20706 -12.17271  0.000
H 4.73286 -0.51655 -13.85976  0.000
O 1.39399 -1.84509 -10.56976  0.000
H 1.20159 -1.32861 -9.78716  0.000
H 1.78931 -1.22074 -11.17814  0.000
O 0.90801 -4.70808 -10.38765  0.000
H 1.21025 -5.47219 -10.87859  0.000
H 1.51090 -4.64493 -9.64686  0.000
O -1.55262 -4.92087 -15.00503  0.000
H -1.45782 -3.98929 -15.20353  0.000
H -2.22255 -5.22930 -15.61519  0.000

* electronic energy: -3007.79391 Eh
* total charge: +3
* ⟨S²⟩: 0.7551
* M: 1006.89 u
* multiplicity: 2